Entry from OMol25: a 9-piece molecular cluster, C20H57O15 overall (the ωB97M-V functional and the def2-TZVPD basis).

Each line ends with the Löwdin charge.
Element x y z (Å)
C -6.15 0.18 -15.09  -0.07
C -5.13 1.32 -14.99  -0.41
O -5.59 2.61 -15.10  -0.36
H -6.87 0.20 -14.26  0.07
H -5.69 -0.81 -15.08  0.05
H -6.75 0.30 -16.01  0.07
H -4.37 1.10 -15.78  0.09
H -4.58 1.14 -14.03  0.11
C -2.54 -1.63 -16.69  -0.06
C -3.02 -1.55 -18.11  -0.49
C -4.00 -0.43 -18.32  -0.05
O -1.92 -1.28 -18.99  -0.06
H -2.00 -0.74 -16.36  0.10
H -1.98 -2.54 -16.43  0.07
H -3.40 -1.66 -16.01  0.07
H -3.47 -2.50 -18.43  0.13
H -4.94 -0.47 -17.76  0.08
H -4.28 -0.29 -19.36  0.09
H -3.57 0.53 -18.02  0.06
H -1.14 -1.70 -18.60  0.07
C -5.24 -0.75 -11.20  -0.03
C -6.28 -1.60 -10.46  -0.45
C -6.58 -1.09 -9.06  -0.06
O -7.49 -1.72 -11.23  -0.09
H -5.67 0.05 -11.79  0.08
H -4.70 -1.38 -11.91  0.05
H -4.49 -0.36 -10.51  0.08
H -5.94 -2.64 -10.40  0.13
H -5.67 -1.09 -8.44  0.08
H -7.35 -1.68 -8.57  0.08
H -6.96 -0.06 -9.09  0.08
H -7.78 -0.81 -11.47  0.04
C -4.18 4.08 -18.05  -0.26
C -2.88 3.50 -17.52  -0.26
O -2.75 3.49 -16.11  -0.09
O -5.26 3.18 -17.94  -0.07
H -4.02 4.24 -19.13  0.11
H -4.43 5.04 -17.59  0.12
H -2.04 4.12 -17.85  0.11
H -2.77 2.50 -17.95  0.10
H -3.57 3.10 -15.69  0.06
H -5.28 2.85 -17.02  0.04
C -9.75 0.99 -11.12  -0.25
C -10.10 0.03 -10.00  -0.29
O -10.13 -1.32 -10.34  -0.06
O -8.45 0.80 -11.58  -0.09
H -9.92 2.02 -10.79  0.12
H -10.46 0.80 -11.94  0.13
H -11.10 0.33 -9.65  0.12
H -9.47 0.23 -9.11  0.11
H -9.22 -1.61 -10.58  0.05
H -8.20 1.55 -12.16  0.07
C -10.83 0.23 -18.22  -0.26
C -9.47 -0.23 -17.84  -0.25
O -8.51 0.22 -18.79  -0.05
O -10.86 1.63 -18.00  -0.06
H -11.57 -0.22 -17.55  0.12
H -11.02 -0.03 -19.27  0.12
H -9.43 -1.31 -17.70  0.12
H -9.23 0.26 -16.89  0.10
H -8.05 -0.54 -19.16  0.08
H -11.72 1.96 -18.29  0.08
C -2.81 -3.77 -13.54  -0.26
C -4.12 -4.24 -14.15  -0.25
O -5.05 -3.23 -14.45  -0.06
O -2.96 -3.24 -12.24  -0.07
H -2.26 -3.03 -14.11  0.11
H -2.14 -4.65 -13.52  0.12
H -4.57 -4.95 -13.43  0.12
H -3.91 -4.83 -15.04  0.12
H -4.94 -2.51 -13.82  0.06
H -3.35 -3.90 -11.66  0.09
C -8.71 3.43 -14.04  -0.21
C -9.12 2.75 -15.33  -0.27
O -8.16 2.90 -16.34  -0.07
O -7.67 2.73 -13.36  -0.11
H -9.57 3.41 -13.37  0.11
H -8.41 4.46 -14.24  0.11
H -10.05 3.21 -15.70  0.11
H -9.32 1.68 -15.18  0.11
H -7.29 2.81 -15.91  0.04
H -6.88 2.64 -13.95  0.03
C -5.53 5.25 -12.48  -0.23
C -5.35 5.79 -13.88  -0.25
O -6.38 5.31 -14.71  -0.08
O -5.20 3.84 -12.42  -0.10
H -6.56 5.37 -12.14  0.11
H -4.85 5.76 -11.79  0.11
H -4.37 5.47 -14.23  0.12
H -5.37 6.89 -13.88  0.11
H -6.04 4.54 -15.20  0.06
H -5.37 3.44 -13.30  0.03

## Properties
- energy above the lowest of the compared OMol25 structures with the same formula, charge and spin (kcal per mole) = 0.0
- E_tot (eV) = -52376.2307
- lowest unoccupied orbital energy (eV) = 2.34
- E_HOMO (eV) = -5.96
- charge = -1

Entry from OMol25: C20H58Br3N10O5P3 as an isolated structure (the ωB97M-V functional and the def2-TZVPD basis).

Each line ends with the Löwdin charge.
Element x y z (Å)
C 12.89 -9.29 -5.95  0.01
N 12.76 -7.84 -5.73  -0.43
O 13.78 -7.22 -5.47  0.03
O 11.65 -7.35 -5.80  0.09
H 12.77 -9.78 -4.98  0.03
H 13.91 -9.48 -6.28  0.09
H 12.16 -9.66 -6.66  0.10
O 17.21 -13.76 2.13  -0.28
P 17.20 -13.52 0.67  0.47
N 15.68 -13.38 0.05  -0.30
C 14.58 -13.99 0.78  -0.11
C 15.35 -12.39 -0.97  -0.14
N 17.96 -14.68 -0.25  -0.30
C 19.30 -15.06 0.18  -0.11
C 17.15 -15.77 -0.80  -0.11
N 18.06 -12.15 0.27  -0.29
C 17.83 -10.94 1.06  -0.11
C 18.66 -11.94 -1.04  -0.12
H 14.28 -13.40 1.66  0.08
H 14.86 -14.99 1.13  0.07
H 13.72 -14.10 0.12  0.08
H 14.36 -12.61 -1.36  0.07
H 16.11 -12.38 -1.74  0.05
H 15.28 -11.39 -0.53  0.04
H 19.30 -15.60 1.13  0.09
H 19.75 -15.69 -0.59  0.08
H 19.92 -14.18 0.32  0.07
H 16.50 -15.42 -1.60  0.08
H 17.81 -16.50 -1.26  0.08
H 16.54 -16.27 -0.04  0.08
H 17.66 -11.23 2.09  0.08
H 18.72 -10.32 1.03  0.09
H 17.00 -10.35 0.65  0.06
H 18.71 -10.88 -1.26  0.05
H 18.11 -12.45 -1.84  0.06
H 19.67 -12.38 -1.09  0.07
O 17.08 -4.31 3.84  -0.27
P 16.69 -5.69 4.17  0.47
N 17.18 -6.76 3.02  -0.32
C 17.10 -8.18 3.26  -0.11
C 17.67 -6.32 1.73  -0.12
N 15.05 -5.94 4.34  -0.30
C 14.28 -6.31 3.15  -0.10
C 14.36 -4.92 5.13  -0.12
N 17.36 -6.30 5.56  -0.30
C 16.60 -6.58 6.77  -0.12
C 18.76 -5.94 5.77  -0.11
H 16.93 -8.70 2.31  0.06
H 16.24 -8.42 3.89  0.08
H 17.98 -8.56 3.78  0.09
H 16.85 -6.22 0.99  0.02
H 18.39 -7.01 1.31  0.08
H 18.13 -5.33 1.82  0.08
H 14.10 -5.44 2.51  0.09
H 14.83 -7.05 2.58  0.06
H 13.33 -6.74 3.48  0.08
H 14.37 -3.94 4.64  0.09
H 13.34 -5.24 5.34  0.09
H 14.86 -4.78 6.09  0.06
H 16.34 -5.68 7.35  0.08
H 15.70 -7.14 6.54  0.08
H 17.23 -7.19 7.43  0.08
H 19.16 -6.47 6.63  0.08
H 18.88 -4.86 5.94  0.08
H 19.35 -6.21 4.89  0.08
O 17.62 -5.76 -9.90  -0.28
P 16.58 -6.67 -9.39  0.46
N 15.14 -6.43 -10.16  -0.30
C 13.95 -7.18 -9.81  -0.12
C 15.18 -5.89 -11.53  -0.09
N 16.18 -6.52 -7.80  -0.30
C 15.48 -5.30 -7.43  -0.10
C 17.20 -6.96 -6.83  -0.10
N 17.08 -8.25 -9.49  -0.30
C 17.83 -8.60 -10.69  -0.11
C 16.33 -9.33 -8.88  -0.13
H 13.92 -7.35 -8.73  0.06
H 13.92 -8.17 -10.29  0.08
H 13.06 -6.63 -10.12  0.08
H 15.96 -5.13 -11.56  0.07
H 14.19 -5.50 -11.77  0.08
H 15.45 -6.67 -12.25  0.08
H 14.55 -5.23 -7.98  0.07
H 15.22 -5.34 -6.37  0.07
H 16.08 -4.40 -7.62  0.09
H 16.80 -6.91 -5.82  0.05
H 17.48 -7.99 -7.04  0.05
H 18.11 -6.37 -6.93  0.09
H 18.68 -7.93 -10.80  0.08
H 18.23 -9.61 -10.57  0.08
H 17.21 -8.62 -11.59  0.08
H 16.01 -10.04 -9.64  0.09
H 15.47 -8.96 -8.34  0.05
H 16.96 -9.86 -8.17  0.08
C 15.87 -8.39 -3.02  -1.61
Br 17.50 -9.20 -3.63  0.62
Br 16.13 -7.43 -1.39  0.64
Br 14.48 -9.71 -2.82  0.68
H 15.53 -7.73 -3.81  -0.06

## Properties
- energy above the lowest of the compared OMol25 structures with the same formula, charge and spin (kcal per mole) = 0.0
- E_tot (eV) = -284814.7363
- lowest unoccupied orbital energy (eV) = -0.35
- E_HOMO (eV) = -8.62
- charge = 0

Entry from OMol25: a 10-piece molecular cluster, C20H59BF3N18O10 overall (the ωB97M-V functional and the def2-TZVPD basis).

Each line ends with the Löwdin charge.
Element x y z (Å)
C 1.07 -0.57 -0.39  -0.11
C 1.02 -1.93 0.32  -0.26
C -0.15 -2.85 -0.08  -0.22
C -1.45 -2.13 -0.46  -0.23
C -2.64 -3.08 -0.59  -0.24
C -3.85 -2.48 -1.33  -0.16
B -4.50 -1.05 -0.75  -0.69
C -3.72 0.24 -1.41  -0.06
C -4.51 -0.94 0.90  -0.20
C -5.05 -2.20 1.64  -0.14
C -6.10 -1.06 -1.24  -0.05
O -6.55 0.11 -2.06  0.00
C -7.35 0.99 -1.49  -0.69
F -8.56 0.47 -1.06  0.10
F -6.83 1.62 -0.38  0.11
F -7.66 1.96 -2.38  0.11
H 0.65 -0.61 -1.39  0.07
H 0.56 0.19 0.22  0.07
H 2.11 -0.27 -0.48  0.02
H 0.98 -1.77 1.41  0.10
H 1.97 -2.45 0.13  0.08
H -0.40 -3.48 0.79  0.10
H 0.15 -3.55 -0.87  0.10
H -1.64 -1.38 0.32  0.11
H -1.33 -1.57 -1.40  0.11
H -2.27 -3.97 -1.13  0.10
H -2.93 -3.44 0.41  0.09
H -3.51 -2.29 -2.36  0.09
H -4.61 -3.27 -1.41  0.08
H -3.58 0.12 -2.48  0.02
H -2.73 0.40 -0.97  0.04
H -4.27 1.19 -1.26  0.05
H -5.17 -0.10 1.15  0.08
H -3.53 -0.66 1.31  0.07
H -5.71 -1.93 2.46  0.04
H -5.57 -2.86 0.94  0.06
H -4.22 -2.76 2.09  0.05
H -6.32 -1.91 -1.90  0.10
H -6.79 -1.16 -0.39  0.09
C 4.79 1.04 -0.10  -0.65
O 4.49 -0.15 -0.11  -0.03
N 4.00 1.97 0.48  0.19
N 5.94 1.50 -0.69  0.17
H 4.17 2.97 0.42  0.05
H 3.13 1.65 0.86  0.11
H 6.51 0.83 -1.17  0.09
H 6.24 2.47 -0.65  0.05
C 4.04 -1.85 -3.66  -0.68
O 3.71 -2.61 -4.55  0.01
N 4.86 -0.76 -3.90  0.14
N 3.66 -1.98 -2.36  0.17
H 5.11 -0.11 -3.18  0.07
H 5.16 -0.61 -4.84  0.09
H 3.04 -2.74 -2.14  0.10
H 3.96 -1.36 -1.63  0.04
C -7.03 -3.24 5.42  -0.67
O -6.68 -3.53 4.29  0.03
N -8.29 -2.77 5.70  0.15
N -6.19 -3.35 6.50  0.15
H -8.59 -2.51 6.61  0.09
H -8.91 -2.65 4.92  0.10
H -5.26 -3.67 6.31  0.10
H -6.45 -3.10 7.43  0.08
C -8.82 -4.28 0.68  -0.68
O -8.75 -3.09 0.43  0.04
N -8.27 -4.86 1.78  0.16
N -9.48 -5.15 -0.17  0.13
H -8.34 -5.84 1.97  0.08
H -7.76 -4.28 2.43  0.07
H -9.88 -4.76 -1.00  0.09
H -9.54 -6.14 -0.01  0.08
C -3.37 1.18 -5.42  -0.68
O -2.61 1.16 -4.48  0.04
N -3.00 1.57 -6.69  0.13
N -4.68 0.80 -5.28  0.16
H -3.62 1.58 -7.47  0.08
H -2.04 1.84 -6.81  0.09
H -4.98 0.53 -4.35  0.09
H -5.34 0.80 -6.03  0.08
C 8.04 4.84 -0.52  -0.65
O 7.17 4.14 -1.04  -0.02
N 8.73 5.77 -1.24  0.16
N 8.36 4.72 0.78  0.19
H 9.43 6.36 -0.84  0.10
H 8.50 5.87 -2.21  0.10
H 7.83 4.07 1.33  0.10
H 9.03 5.31 1.24  0.11
C 4.10 5.76 0.11  -0.63
O 4.20 4.82 0.91  -0.03
N 4.72 5.75 -1.10  0.18
N 3.35 6.86 0.41  0.17
H 4.66 6.51 -1.75  0.10
H 5.29 4.95 -1.30  0.07
H 2.89 6.87 1.30  0.11
H 3.24 7.63 -0.22  0.10
C 7.64 -2.72 1.23  -0.69
O 8.62 -2.44 1.90  0.00
N 7.24 -4.02 1.02  0.14
N 6.86 -1.78 0.62  0.16
H 6.44 -4.27 0.48  0.09
H 7.79 -4.74 1.46  0.10
H 7.11 -0.82 0.77  0.09
H 6.04 -1.98 0.08  0.08
C 6.59 5.07 3.98  -0.70
O 6.62 6.28 3.78  0.01
N 7.46 4.47 4.87  0.14
N 5.74 4.23 3.34  0.16
H 7.45 3.49 5.06  0.09
H 8.09 5.07 5.37  0.09
H 5.08 4.61 2.67  0.06
H 5.72 3.24 3.52  0.10

## Properties
- energy above the lowest of the compared OMol25 structures with the same formula, charge and spin (kcal per mole) = 0.0
- E_tot (eV) = -77834.8421
- lowest unoccupied orbital energy (eV) = 1.33
- E_HOMO (eV) = -4.39
- charge = -1

Among the records above, which one has the highest charge?
C20H58Br3N10O5P3